(1)
C15H19NO2 | the ωB97M-V functional and the def2-TZVPD basis

Each line ends with the Mulliken charge.
CARTESIAN COORDINATES (ANGSTROEM)
C  3.3482  -0.0214  3.6974  -1.544
C  2.5439  -0.1478  2.4399  0.851
C  2.1701  0.9762  1.7132  -0.819
C  1.4064  0.8536  0.5703  -0.349
C  0.9704  -0.3973  0.1363  0.044
C  1.3807  -1.5413  0.8253  0.463
C  2.1532  -1.3921  1.9686  -0.824
C  1.0538  -2.9263  0.3321  -0.948
C  0.1004  -2.9173  -0.8604  -0.791
C  0.4545  -1.7508  -1.7769  -0.892
N  0.2126  -0.5240  -1.0365  0.012
C  -0.8105  0.2829  -1.4324  -0.051
O  -1.2745  0.2103  -2.5551  -0.690
C  -1.4594  1.1982  -0.3865  0.469
C  -1.5722  2.6498  -0.8988  -0.822
C  -3.0791  2.9211  -0.8854  -0.607
C  -3.6447  1.5061  -0.9998  -0.442
O  -2.7852  0.7164  -0.2031  -0.528
H  3.9458  0.8869  3.6859  0.384
H  2.6837  0.0224  4.5610  0.281
H  4.0070  -0.8773  3.8244  0.376
H  2.4922  1.9554  2.0359  0.382
H  1.1581  1.7288  -0.0113  0.616
H  2.4602  -2.2804  2.5034  0.401
H  0.6312  -3.5154  1.1490  0.437
H  1.9945  -3.4071  0.0432  0.400
H  0.1618  -3.8609  -1.4035  0.390
H  -0.9283  -2.7853  -0.5193  0.330
H  -0.1744  -1.7292  -2.6677  0.429
H  1.5065  -1.7968  -2.0755  0.365
H  -0.9702  1.1155  0.5863  0.733
H  -1.1886  2.7036  -1.9183  0.382
H  -1.0165  3.3436  -0.2707  0.347
H  -3.3788  3.3649  0.0648  0.266
H  -3.3992  3.5655  -1.7001  0.346
H  -3.6157  1.1612  -2.0411  0.247
H  -4.6535  1.3940  -0.6013  0.357

Cartesian forces (eV/Å) of the 3 atoms listed first:
C -0.0747 -0.0019 0.0336
C 0.0307 -0.0611 -0.0422
C -0.0654 -0.0459 -0.0069

Summary:
- ΔE to the lowest compared entry with this formula, charge and spin: 0.0 kcal/mol
- SMILES: Cc1ccc2c(c1)CCCN2C(=O)[C@H]1CCCO1
- Total charge: 0
- Spin multiplicity: 1

(2)
C15H19NO5 | the ωB97M-V functional and the def2-TZVPD basis

Each line ends with the Mulliken charge.
CARTESIAN COORDINATES (ANGSTROEM)
C  5.3133  -3.1680  0.3889  -0.832
O  3.9966  -3.6587  0.2795  -0.447
C  3.0215  -2.8298  -0.1557  0.929
C  3.2057  -1.4930  -0.5077  -0.341
C  2.1308  -0.7444  -0.9411  -0.762
C  0.8583  -1.3026  -1.0330  0.136
C  -0.2498  -0.4502  -1.4973  0.534
O  -0.1376  0.7104  -1.8137  -0.645
O  -1.4344  -1.1010  -1.5095  -0.449
C  -2.5592  -0.3489  -1.9335  -0.396
C  -3.0691  0.6664  -0.9006  0.645
O  -3.8959  1.4957  -1.2006  -0.662
N  -2.5611  0.5073  0.3378  -0.049
C  -2.7338  1.4994  1.3713  -1.376
C  -1.6533  2.5824  1.2925  0.533
C  -0.2103  2.0414  1.3595  -0.151
C  0.5424  3.1220  2.1514  -0.616
C  -0.5597  4.1371  2.5078  -0.465
O  -1.7833  3.4465  2.4029  -0.465
C  0.6750  -2.6411  -0.6787  -0.417
C  1.7420  -3.3918  -0.2467  -0.670
H  5.9096  -4.0060  0.7458  0.241
H  5.3762  -2.3466  1.1090  0.339
H  5.6989  -2.8361  -0.5796  0.341
H  4.1786  -1.0320  -0.4486  0.396
H  2.2619  0.2904  -1.2192  0.439
H  -2.3238  0.2093  -2.8459  0.304
H  -3.3478  -1.0742  -2.1439  0.360
H  -1.8263  -0.1700  0.4719  0.251
H  -3.7129  1.9619  1.2348  0.328
H  -2.6945  1.0160  2.3496  0.383
H  -1.7863  3.1514  0.3585  0.265
H  0.1975  1.8917  0.3624  -0.028
H  -0.1890  1.0904  1.8945  0.295
H  0.9870  2.7050  3.0538  0.243
H  1.3294  3.5899  1.5640  0.314
H  -0.5442  4.9785  1.7997  0.277
H  -0.4849  4.5248  3.5240  0.321
H  -0.3067  -3.0817  -0.7505  0.473
H  1.6217  -4.4274  0.0292  0.426

Cartesian forces (eV/Å) of the 3 atoms listed first:
C 0.2502 0.1013 0.0216
O -0.3324 -0.0825 -0.0422
C -0.2713 0.0507 -0.0624

Summary:
- ΔE to the lowest compared entry with this formula, charge and spin: 36.8 kcal/mol
- SMILES: COc1ccc(C(=O)OCC(=O)NC[C@@H]2CCCO2)cc1
- Total charge: 0
- Spin multiplicity: 1

(3)
C15H20As2AuNS | the ωB97M-V functional and the def2-TZVPD basis

Each line ends with the Mulliken charge.
CARTESIAN COORDINATES (ANGSTROEM)
Au  0.1481  1.7944  -0.7396  0.341
S  -1.7447  0.7287  1.3271  -0.207
C  -1.0528  2.2742  1.8632  0.579
C  -1.4495  2.8094  3.0717  -0.592
C  -0.9878  4.0795  3.4099  -0.238
C  -0.1338  4.7402  2.5479  -0.645
C  0.2260  4.1298  1.3569  -0.119
N  -0.2435  2.9277  1.0091  -0.362
H  -2.1087  2.2564  3.7250  0.445
H  -1.2906  4.5350  4.3432  0.436
H  0.2548  5.7208  2.7822  0.425
H  0.8907  4.6092  0.6518  0.425
C  -0.3898  -1.7630  2.8495  -1.323
As  -0.0641  -0.7229  1.2666  1.016
C  1.7428  -0.0942  1.4816  -0.860
C  -0.2726  -1.8940  -0.2571  0.476
C  -0.6643  -3.1834  0.1052  -0.395
C  -0.7853  -4.1872  -0.8449  -0.857
C  -0.5060  -3.9104  -2.1687  -0.991
C  -0.1294  -2.6256  -2.5372  -0.519
C  -0.0131  -1.5962  -1.6097  0.303
As  0.4336  0.1331  -2.3914  0.431
C  2.1759  -0.1040  -3.1797  -1.061
C  -0.8062  0.3055  -3.8571  -1.096
H  -1.4302  -2.0802  2.8681  0.461
H  -0.1985  -1.0966  3.6905  0.425
H  0.2763  -2.6215  2.9089  0.459
H  2.3028  -1.0162  1.6497  0.430
H  1.8013  0.5425  2.3626  0.371
H  2.1119  0.4225  0.6024  0.340
H  -0.8806  -3.4292  1.1336  0.399
H  -1.0928  -5.1783  -0.5411  0.418
H  -0.5857  -4.6844  -2.9200  0.420
H  0.0747  -2.4323  -3.5833  0.265
H  2.1342  -0.8944  -3.9270  0.399
H  2.8963  -0.3664  -2.4082  0.351
H  2.4681  0.8317  -3.6524  0.433
H  -0.7352  -0.5551  -4.5181  0.432
H  -0.5572  1.2079  -4.4126  0.433
H  -1.8148  0.3866  -3.4587  0.353

Cartesian forces (eV/Å) of the 3 atoms listed first:
Au 0.2083 0.1862 -0.2591
S -0.3474 -0.0894 0.0176
C 0.0758 0.0177 0.2128

Summary:
- Total charge: +2
- Spin multiplicity: 1

(4)
C15H20BF9N4OOsS | the ωB97M-V functional and the def2-TZVPD basis

Each line ends with the Mulliken charge.
CARTESIAN COORDINATES (ANGSTROEM)
Os  -0.5143  -0.2426  0.0706  2.545
C  1.4259  5.2109  0.0813  -1.092
C  1.6938  4.0971  1.0808  -0.570
N  2.2893  2.9163  0.4622  -0.048
C  1.6091  1.8580  0.0352  0.502
S  -0.1510  1.9684  -0.1559  -0.493
N  2.2682  0.7942  -0.3585  -1.311
N  1.4346  -0.2527  -0.6086  0.792
C  1.9493  -1.3533  -1.0502  1.063
C  3.3753  -1.4765  -1.4553  -2.005
C  1.0420  -2.4949  -0.9931  0.525
C  1.3889  -3.7751  -1.4039  -0.900
C  0.4985  -4.8126  -1.2093  -0.639
C  -0.7181  -4.5543  -0.5970  -0.963
C  -1.0185  -3.2598  -0.2273  -0.140
N  -0.1634  -2.2529  -0.4324  -0.163
H  0.9937  6.0734  0.5897  0.362
H  0.7252  4.8810  -0.6862  0.282
H  2.3471  5.5274  -0.4090  0.324
H  0.7833  3.7870  1.5923  0.281
H  2.3838  4.4278  1.8565  0.473
H  3.2820  2.7675  0.5597  0.296
H  3.7631  -0.5000  -1.7281  0.434
H  3.4829  -2.1605  -2.2957  0.522
H  3.9722  -1.8550  -0.6219  0.318
H  2.3535  -3.9492  -1.8562  0.350
H  0.7566  -5.8158  -1.5203  0.432
H  -1.4318  -5.3409  -0.4007  0.461
H  -1.9476  -2.9902  0.2516  0.474
F  -0.8908  0.4348  -2.7120  -0.337
C  -1.6447  -0.0160  -1.6505  0.277
F  -2.5946  0.9578  -1.4192  -0.285
C  -2.4618  -1.1692  -2.2743  0.504
F  -3.2287  -0.7251  -3.2723  -0.268
F  -3.2628  -1.7503  -1.3719  -0.215
F  -1.6553  -2.1159  -2.7868  -0.243
F  0.6502  1.6940  2.8721  -0.384
B  1.2267  0.4400  3.0523  0.170
F  2.5930  0.4709  2.9036  -0.342
F  0.7982  -0.1673  4.2072  -0.325
F  0.7094  -0.4228  1.9213  -0.470
C  -2.0325  -1.5794  3.3786  -1.505
C  -2.1822  -0.4062  2.4326  1.320
C  -3.5730  0.2033  2.4457  -1.536
O  -1.9524  -0.8688  1.0885  -0.455
H  -2.1938  -1.2543  4.4065  0.426
H  -1.0254  -1.9896  3.3156  0.303
H  -2.7623  -2.3557  3.1357  0.361
H  -1.4484  0.3660  2.6785  -0.198
H  -4.3170  -0.5492  2.1794  0.326
H  -3.6375  1.0245  1.7314  0.346
H  -3.8004  0.5870  3.4408  0.416

Cartesian forces (eV/Å) of the 3 atoms listed first:
Os -0.0630 0.1542 -0.1275
C -0.0062 -0.0031 0.0067
C 0.0192 -0.0026 -0.0199

Summary:
- ΔE to the lowest compared entry with this formula, charge and spin: 0.0 kcal/mol
- Total charge: 0
- Spin multiplicity: 1

Listing gap between HOMO and LUMO for the structures above in their given order: 9.09 9.54 8.89 7.15 eV.